Run i
A 4-piece molecular cluster, C4H17NO3 overall. Source: OMol25; level of theory: the ωB97M-V functional and the def2-TZVPD basis.

Last column: Löwdin charge in e.
Cartesian coordinates (Å):
O1 1.337 -1.898 -0.541  -0.011
O2 -3.511 -1.563 1.059  -0.086
O3 -0.582 -2.872 0.783  -0.105
N1 1.086 0.888 -0.565  -0.141
C1 0.835 0.290 1.789  -0.043
C2 -0.703 1.844 -2.101  -0.109
C3 1.692 1.111 0.743  -0.247
C4 -0.305 1.332 -0.710  -0.296
H1 -2.825 -2.207 0.987  -0.028
H2 0.119 -2.275 0.392  -0.028
H3 1.566 0.044 2.551  0.075
H4 0.503 -0.614 1.250  0.048
H5 1.949 2.205 0.951  0.125
H6 2.692 0.793 0.735  0.081
H7 -1.772 2.298 -2.021  0.099
H8 1.620 1.234 -1.334  0.105
H9 -3.099 -0.749 0.607  0.062
H10 1.012 -2.213 -1.370  0.066
H11 -0.374 -3.817 0.782  0.041
H12 -0.105 2.691 -2.590  0.095
H13 -0.976 0.547 -0.342  0.093
H14 1.159 -1.001 -0.644  -0.039
H15 -0.480 2.225 0.081  0.148
H16 -0.846 0.964 -2.705  0.052
H17 0.012 0.742 2.213  0.040

Computed properties:
SMILES: CCNCC.O.O.O
HOMO, Eh: -0.346



Run ii
A 5-piece molecular cluster, C4H17NO3 overall. Source: OMol25; level of theory: the ωB97M-V functional and the def2-TZVPD basis.

Last column: Löwdin charge in e.
Cartesian coordinates (Å):
O1 1.521 -0.767 -1.807  -0.061
O2 -2.316 1.718 -0.598  -0.225
O3 -0.810 1.144 -2.451  -0.246
N1 0.861 -1.251 0.916  0.163
C1 -1.293 -1.316 -0.181  -0.091
C2 1.057 2.036 -0.029  -0.047
C3 1.515 -1.540 2.141  -0.081
C4 -0.530 -1.460 1.085  -0.274
H1 -0.736 -2.469 1.504  0.159
H2 -0.987 -2.052 -0.911  0.089
H3 -1.003 -0.723 1.849  0.203
H4 1.147 -0.842 -0.924  -0.049
H5 -2.839 2.544 -0.535  0.013
H6 -1.699 1.671 -1.535  -0.015
H7 -0.044 1.979 -0.241  0.008
H8 1.324 -2.519 2.599  0.116
H9 1.603 1.279 -0.583  -0.006
H10 -2.356 -1.423 0.107  0.101
H11 1.399 3.036 -0.344  0.032
H12 -1.163 -0.315 -0.608  0.045
H13 1.119 -0.005 -2.179  -0.021
H14 2.588 -1.387 2.067  0.093
H15 1.177 -0.812 2.937  0.142
H16 1.251 1.888 1.008  -0.012
H17 -0.788 1.588 -3.287  -0.035

Computed properties:
HOMO, Eh: -0.302



Bottom line: run i, by a margin of 589.4 kJ/mol.